Record 1
Here is C5H8O in the gas phase from OMol25. Energies are from ωB97M-V/def2-TZVPD.

Last column: Mulliken charge in e.
Atoms and positions in Å:
C  -0.439  -2.113  -1.437  -1.30
C  -0.574  -0.959  -0.574  0.17
C  -0.760  0.025  0.166  0.16
C  0.699  0.439  0.316  -0.75
C  0.354  1.998  1.258  -0.24
O  -0.881  2.059  1.585  -0.68
H  -1.459  -2.459  -1.639  0.32
H  0.029  -1.857  -2.392  0.30
H  0.109  -2.924  -0.951  0.31
H  1.289  -0.232  0.940  0.33
H  1.223  0.714  -0.598  0.36
H  1.099  1.837  2.064  0.26
H  0.724  2.729  0.510  0.25
H  -1.412  0.744  0.750  0.52

* E_LUMO: 0.1 eV
* energy relative to the best compared isomer or geometry (same formula, charge and spin): 518.3 kJ/mol
* HOMO: -0.307 hartree

=====

Record 2
Here is 19 unconnected molecules or ions with the total composition C43H57F12N7O50 from OMol25. Energies are from ωB97M-V/def2-TZVPD.

Last column: Mulliken charge in e.
Atoms and positions in Å:
C  7.417  1.599  -1.128  -0.71
N  6.743  2.971  -0.841  0.69
O  5.524  2.985  -0.652  -0.25
O  7.532  3.892  -0.656  -0.51
H  8.081  1.835  -1.959  0.35
H  6.684  0.851  -1.430  0.12
H  7.956  1.233  -0.255  0.34
C  -5.180  2.785  -2.832  -0.20
N  -6.357  2.000  -3.205  1.10
O  -6.225  0.829  -3.156  -0.54
O  -7.352  2.662  -3.593  -0.62
H  -4.277  2.195  -2.989  -0.17
H  -5.267  2.926  -1.755  0.19
H  -5.203  3.687  -3.444  0.19
C  -0.527  -0.353  0.575  -0.38
N  0.828  0.242  0.177  0.32
O  0.922  1.453  0.001  -0.10
O  1.801  -0.525  -0.055  0.11
H  -1.126  -0.350  -0.337  -0.12
H  -0.785  0.291  1.415  0.13
H  -0.247  -1.362  0.875  0.14
C  -5.973  1.300  2.571  -0.58
N  -5.709  1.801  1.200  0.91
O  -5.345  0.909  0.403  -0.43
O  -5.939  2.993  0.909  -0.55
H  -6.426  2.110  3.143  0.32
H  -5.114  0.812  3.033  0.02
H  -6.753  0.561  2.392  0.31
C  -3.052  -1.115  -3.996  -0.52
N  -3.290  -0.593  -2.648  0.90
O  -2.542  0.286  -2.354  -0.24
O  -4.171  -1.088  -1.908  -0.60
H  -1.985  -1.147  -4.218  0.15
H  -3.434  -0.378  -4.703  0.01
H  -3.595  -2.059  -4.001  0.23
C  -1.217  -5.242  2.250  -0.78
N  -0.014  -5.963  1.807  0.96
O  0.630  -5.392  0.921  -0.46
O  0.316  -6.981  2.472  -0.55
H  -2.148  -5.769  2.045  0.44
H  -1.188  -4.252  1.796  0.04
H  -1.069  -5.115  3.323  0.40
C  1.381  -3.758  4.395  -0.09
N  1.133  -4.369  5.707  1.03
O  1.684  -3.875  6.677  -0.59
O  0.351  -5.322  5.679  -0.60
H  2.007  -2.871  4.493  0.19
H  0.388  -3.581  3.981  -0.23
H  1.849  -4.592  3.871  0.28
C  -3.941  -6.310  -2.387  -0.49
C  -3.606  -5.079  -3.207  0.28
O  -3.147  -4.166  -2.262  0.16
C  -3.451  -4.647  -1.057  0.19
O  -3.272  -4.131  -0.003  -0.30
O  -4.156  -5.731  -1.172  -0.36
F  -4.714  -4.652  -3.876  -0.38
H  -3.096  -6.992  -2.288  0.23
H  -4.808  -6.835  -2.789  0.33
H  -2.855  -5.334  -3.955  0.38
C  -5.709  3.261  6.657  -0.53
C  -6.329  1.879  6.811  0.35
O  -5.397  1.075  6.138  -0.28
C  -4.315  1.744  5.781  0.50
O  -3.324  1.325  5.235  -0.34
O  -4.456  3.027  6.102  -0.37
F  -7.479  1.981  6.215  -0.29
H  -5.704  3.757  7.628  0.29
H  -6.276  3.888  5.969  0.28
H  -6.466  1.691  7.876  0.32
C  4.570  1.658  2.669  0.22
C  3.804  2.916  3.092  0.86
O  4.837  3.803  3.321  -0.33
C  6.036  3.334  3.047  0.61
O  7.013  4.075  3.056  -0.58
O  5.919  2.042  2.868  -0.34
F  3.192  2.692  4.265  -0.35
H  4.357  1.345  1.647  -0.20
H  4.251  0.764  3.203  -0.08
H  3.033  3.273  2.410  0.15
C  4.878  -3.703  1.799  -0.64
C  3.826  -2.961  1.100  0.35
O  4.603  -1.778  0.779  0.33
C  5.824  -2.159  0.501  0.16
O  6.669  -1.431  -0.055  -0.52
O  5.979  -3.407  0.949  -0.35
F  2.873  -2.667  1.982  -0.12
H  4.713  -4.780  1.770  0.36
H  5.091  -3.254  2.769  0.38
H  3.361  -3.500  0.275  0.04
C  -3.728  4.452  -6.183  -0.39
C  -4.486  3.078  -6.294  0.12
O  -3.819  2.286  -5.294  -0.23
C  -2.578  2.801  -5.178  0.49
O  -1.659  2.267  -4.526  -0.35
O  -2.429  3.954  -5.811  -0.31
F  -4.243  2.415  -7.442  -0.29
H  -4.158  5.171  -5.486  0.28
H  -3.804  4.815  -7.208  0.36
H  -5.555  3.039  -6.083  0.36
C  -2.454  3.821  -0.079  -0.22
C  -1.538  3.453  -1.265  1.03
O  -0.334  4.111  -0.861  -0.01
C  -0.570  5.060  0.061  0.57
O  0.177  6.012  0.413  -0.59
O  -1.815  4.927  0.549  -0.40
F  -2.222  4.057  -2.286  -0.35
H  -2.400  2.940  0.561  -0.02
H  -3.486  4.061  -0.335  0.33
H  -1.503  2.391  -1.507  -0.27
C  -4.659  -2.948  3.021  -0.15
C  -4.091  -3.961  4.005  0.29
O  -2.850  -3.507  4.423  -0.20
C  -2.728  -2.277  3.978  0.19
O  -1.691  -1.632  4.158  -0.40
O  -3.684  -1.906  3.134  -0.04
F  -4.005  -5.234  3.491  -0.28
H  -5.695  -2.637  3.151  0.31
H  -4.559  -3.228  1.973  0.02
H  -4.788  -4.063  4.836  0.22
C  3.892  1.805  -3.408  0.32
C  2.630  1.298  -2.693  0.02
O  2.192  0.236  -3.522  0.46
C  2.647  0.469  -4.762  0.22
O  2.311  -0.107  -5.774  -0.60
O  3.507  1.531  -4.703  -0.44
F  1.767  2.257  -2.669  -0.06
H  4.803  1.264  -3.148  -0.10
H  4.154  2.838  -3.183  0.27
H  2.791  1.083  -1.637  -0.08
C  -0.067  2.090  5.477  -0.39
C  -0.427  1.927  4.005  0.51
O  0.277  0.656  3.710  0.15
C  1.118  0.352  4.659  0.40
O  1.934  -0.515  4.522  -0.56
O  0.757  1.008  5.771  -0.38
F  0.186  2.869  3.350  -0.28
H  -0.987  1.996  6.054  0.14
H  0.307  3.065  5.791  0.33
H  -1.487  1.826  3.776  0.17
C  1.164  -3.090  -3.605  0.29
C  0.561  -2.781  -2.240  0.73
O  0.005  -4.005  -1.866  0.07
C  -0.132  -4.781  -2.958  0.30
O  -0.687  -5.857  -3.055  -0.63
O  0.495  -4.287  -4.036  -0.40
F  -0.426  -1.893  -2.304  -0.03
H  2.246  -3.195  -3.688  0.00
H  0.864  -2.241  -4.219  0.13
H  1.309  -2.559  -1.479  -0.50
C  6.291  -3.662  -4.697  -0.53
C  7.148  -3.335  -3.441  0.14
O  6.517  -2.124  -3.052  -0.30
C  5.174  -2.240  -3.299  0.27
O  4.293  -1.587  -2.683  0.02
O  5.051  -3.333  -4.108  -0.30
F  8.352  -3.036  -3.899  -0.29
H  6.441  -4.738  -4.795  0.35
H  6.603  -3.012  -5.514  0.30
H  7.232  -3.952  -2.547  0.35
C  2.937  5.184  -1.602  1.31
C  3.813  6.392  -2.071  0.17
O  4.828  6.497  -1.157  -0.32
C  4.333  5.987  -0.035  0.49
O  4.809  6.218  1.082  -0.62
O  3.301  5.255  -0.264  -0.05
F  3.133  7.544  -2.078  -0.32
H  3.163  4.240  -2.097  -1.16
H  1.864  5.359  -1.676  -0.02
H  4.327  6.201  -3.014  0.38

* E_LUMO: -0.8 eV
* energy relative to the best compared isomer or geometry (same formula, charge and spin): 44.8 kJ/mol
* HOMO: -0.363 hartree

=====

Record 3
Here is 2 unconnected molecules or ions with the total composition C4H14N from OMol25. Energies are from ωB97M-V/def2-TZVPD.

Last column: Mulliken charge in e.
Atoms and positions in Å:
C  -1.192  1.184  2.672  -0.79
N  -0.068  1.112  1.656  -0.30
H  -1.082  0.344  3.336  0.33
H  -1.199  2.174  3.101  0.36
H  -2.113  1.016  2.131  0.34
H  0.103  2.021  1.227  0.41
H  -0.259  0.459  0.889  0.21
H  0.808  0.827  2.093  0.37
C  0.628  0.444  -1.442  -1.33
C  0.897  -1.040  -1.170  -0.05
C  -0.074  -1.963  -1.927  -1.15
H  1.098  1.103  -0.708  0.32
H  -0.435  0.674  -1.554  0.36
H  1.072  0.763  -2.386  0.39
H  0.840  -1.272  -0.095  0.28
H  1.913  -1.261  -1.489  0.29
H  0.161  -2.010  -2.987  0.32
H  -0.008  -2.976  -1.535  0.34
H  -1.089  -1.598  -1.811  0.31

* E_LUMO: -3.8 eV
* energy relative to the best compared isomer or geometry (same formula, charge and spin): 54.9 kJ/mol
* HOMO: -0.554 hartree
* charge: +1

=====

Record 4
Here is a molecular structure, C44H95CuF6O22 from OMol25. Energies are from ωB97M-V/def2-TZVPD.

Last column: Mulliken spin population.
Atoms and positions in Å:
Cu  -3.238  1.191  1.889  0.40
C  -1.572  0.100  -0.765  -0.10
O  -0.599  0.351  0.318  0.01
O  -2.770  0.426  -0.119  0.54
C  -1.167  0.916  -2.017  0.01
F  -2.073  1.043  -3.022  0.00
F  -0.895  2.198  -1.621  0.00
F  -0.043  0.505  -2.520  0.00
C  0.504  -0.626  0.315  0.02
C  1.280  -0.333  1.573  0.00
H  0.738  -0.448  2.512  0.00
H  2.060  -1.095  1.555  0.00
H  1.809  0.620  1.544  0.00
H  1.139  -0.494  -0.560  0.00
H  0.121  -1.647  0.316  0.00
H  -1.703  -0.942  -1.055  0.09
C  1.834  -4.524  6.888  0.00
O  2.323  -3.967  5.664  0.00
C  1.336  -3.582  4.691  0.00
C  1.955  -3.182  3.346  0.00
O  2.681  -4.279  2.825  0.00
C  3.268  -3.925  1.584  0.00
C  4.286  -4.991  1.132  0.00
O  3.737  -6.280  0.928  0.00
C  4.665  -7.339  0.803  0.00
H  2.440  -4.296  7.765  0.00
H  1.592  -5.578  6.751  0.00
H  0.864  -4.053  7.046  0.00
H  0.531  -2.926  5.024  0.00
H  0.813  -4.509  4.455  0.00
H  2.615  -2.322  3.459  0.00
H  1.145  -2.928  2.662  0.00
H  3.781  -2.967  1.663  0.00
H  2.517  -3.794  0.805  0.00
H  5.007  -4.948  1.948  0.00
H  4.779  -4.620  0.234  0.00
H  5.409  -7.065  0.054  0.00
H  4.071  -8.182  0.449  0.00
H  5.158  -7.602  1.739  0.00
C  -0.784  7.350  3.087  0.00
O  0.011  6.485  2.327  0.00
C  0.956  7.122  1.447  0.00
C  2.084  6.144  1.035  0.00
O  1.597  5.015  0.327  0.00
C  2.491  3.895  0.399  0.00
C  2.253  2.947  -0.770  0.00
O  2.598  3.491  -2.071  0.00
C  2.320  2.637  -3.193  0.00
H  -1.490  6.784  3.693  0.00
H  -1.318  8.001  2.395  0.00
H  -0.264  8.050  3.741  0.00
H  1.361  8.005  1.941  0.00
H  0.432  7.425  0.541  0.00
H  2.474  5.782  1.987  0.00
H  2.830  6.597  0.382  0.00
H  2.360  3.332  1.323  0.00
H  3.554  4.133  0.384  0.00
H  1.179  2.767  -0.811  0.00
H  2.765  1.992  -0.652  0.00
H  1.249  2.504  -3.347  0.00
H  2.760  1.649  -3.058  0.00
H  2.753  3.080  -4.089  0.00
C  2.262  -3.091  -2.192  0.00
O  2.921  -2.237  -1.340  0.00
C  4.298  -1.997  -1.696  0.00
C  4.927  -0.898  -0.852  0.00
O  5.035  -1.315  0.501  0.00
C  5.508  -0.229  1.332  0.00
C  5.485  -0.607  2.764  0.00
O  6.535  -1.540  3.041  0.00
C  6.425  -2.241  4.280  0.00
H  1.188  -2.978  -2.050  0.01
H  2.487  -4.141  -2.002  0.00
H  2.436  -2.888  -3.249  0.00
H  4.199  -1.657  -2.727  0.00
H  4.897  -2.908  -1.703  0.00
H  4.366  0.035  -0.901  0.00
H  5.829  -0.581  -1.376  0.00
H  4.885  0.657  1.208  0.00
H  6.505  0.065  1.004  0.00
H  4.512  -1.084  2.880  0.00
H  5.544  0.243  3.443  0.00
H  7.424  -2.550  4.586  0.00
H  5.701  -3.055  4.226  0.00
H  5.940  -1.673  5.073  0.00
C  -6.042  0.064  0.665  0.02
O  -5.161  0.212  1.833  0.00
C  -5.468  -0.684  2.909  0.00
C  -4.530  -1.900  2.805  0.02
O  -3.237  -1.338  2.749  -0.03
C  -2.272  -2.309  2.369  -0.08
C  -2.220  -3.565  3.313  0.01
O  -2.047  -3.228  4.680  0.00
C  -2.035  -4.293  5.591  0.00
H  -5.756  0.758  -0.125  0.01
H  -7.056  0.260  1.014  0.00
H  -6.021  -0.946  0.254  -0.01
H  -6.490  -1.058  2.842  0.00
H  -5.278  -0.260  3.895  0.00
H  -4.684  -2.402  1.850  0.02
H  -4.681  -2.594  3.632  0.00
H  -1.302  -1.813  2.326  0.00
H  -2.603  -2.622  1.379  0.04
H  -1.384  -4.159  2.944  0.00
H  -3.152  -4.123  3.219  0.00
H  -2.952  -4.828  5.836  0.00
H  -1.531  -3.965  6.501  0.00
H  -1.331  -5.075  5.308  0.00
C  -0.043  5.811  -12.003  0.00
O  -1.034  5.455  -11.013  0.00
C  -0.978  4.138  -10.433  0.00
C  0.389  3.793  -9.875  0.00
O  1.020  4.747  -9.024  0.00
C  0.306  5.250  -7.871  0.00
C  0.259  4.279  -6.703  0.00
O  -0.514  3.128  -7.034  0.00
C  -0.889  2.279  -5.874  0.00
H  -0.240  6.723  -12.566  0.00
H  0.095  4.981  -12.697  0.00
H  0.936  6.075  -11.602  0.00
H  -1.288  3.384  -11.157  0.00
H  -1.671  4.059  -9.596  0.00
H  1.079  3.507  -10.669  0.00
H  0.349  2.815  -9.395  0.00
H  -0.662  5.721  -8.042  0.00
H  0.984  6.053  -7.584  0.00
H  -0.251  4.755  -5.866  0.00
H  1.219  4.016  -6.260  0.00
H  -1.792  2.596  -5.353  0.00
H  -0.085  2.269  -5.138  0.00
H  -1.043  1.245  -6.183  0.00
C  -1.630  0.010  5.059  0.00
O  -1.670  0.704  3.757  0.00
C  -0.724  1.770  3.834  0.00
C  -0.578  2.622  2.560  -0.01
O  -1.881  2.870  2.090  0.03
C  -1.946  3.882  1.075  -0.01
C  -3.450  4.173  0.816  0.01
O  -4.246  3.024  0.911  0.00
C  -5.640  3.464  0.705  0.00
H  -2.312  -0.814  4.852  0.00
H  -1.870  0.664  5.898  0.00
H  -0.650  -0.422  5.262  0.00
H  0.211  1.276  4.097  0.00
H  -0.865  2.471  4.656  0.00
H  0.073  2.093  1.865  0.00
H  -0.067  3.552  2.811  0.00
H  -1.495  3.503  0.158  0.00
H  -1.534  4.852  1.356  0.00
H  -3.552  4.529  -0.209  0.00
H  -3.881  4.898  1.507  0.00
H  -6.355  2.681  0.959  0.00
H  -5.764  3.786  -0.329  0.00
H  -5.972  4.330  1.277  0.00
C  -6.248  -6.533  -1.134  0.00
C  -5.205  -6.016  -0.212  0.00
O  -4.024  -5.797  -1.030  0.05
C  -2.844  -5.186  -0.473  0.60
O  -2.791  -4.955  0.747  0.22
C  -1.668  -4.925  -1.476  0.09
F  -1.420  -3.572  -1.491  0.02
F  -0.521  -5.493  -1.134  0.00
F  -2.122  -5.235  -2.724  0.00
H  -7.215  -6.554  -0.633  0.00
H  -5.928  -7.500  -1.522  0.00
H  -6.418  -5.921  -2.020  0.00
H  -4.992  -6.769  0.547  0.01
H  -5.601  -5.093  0.213  0.00

* E_LUMO (alpha / beta): -0.2 / -2.8 eV
* ⟨S²⟩: 2.01
* HOMO (alpha / beta): -0.091 / -0.264 hartree
* 2S+1: 3